# 1
A molecular structure, C25H25IN3O4STeW. Source: the OMol25 dataset; level of theory: ωB97M-V with the def2-TZVPD basis set.

Structure (XYZ):
```
61
Properties=species:S:1:pos:R:3:forces:R:3
W -0.626858 -0.618150 0.150875 0.01 -0.07 -0.32
I 0.200104 1.381211 -5.795241 0.01 -0.05 0.08
Te -1.452912 5.125543 0.188812 -0.30 -0.20 0.28
S 1.748360 1.774754 0.249029 -0.07 -0.05 0.19
O 2.869271 2.215004 1.039735 -0.02 0.00 0.01
O 2.969576 -2.308498 1.127907 -0.05 0.07 -0.07
O 1.060413 -1.830071 0.055574 0.22 0.18 0.16
O 1.985818 1.529672 -1.150190 0.05 -0.01 -0.07
N 1.116900 -0.944417 -2.421425 -0.01 -0.05 -0.09
N 0.924943 0.626706 0.994389 0.00 0.19 -0.05
N 0.031444 -0.340085 -1.930125 -0.04 -0.03 0.11
C 3.406427 5.778230 -0.553584 -0.02 0.01 0.00
C -2.471786 -1.874794 -0.617155 0.00 -0.03 -0.06
C 1.377952 -0.551920 -3.669805 0.01 0.00 0.04
C -2.715339 0.115268 0.855499 0.08 -0.11 0.02
C 0.398447 0.359060 -4.017068 -0.01 0.08 -0.13
C -0.421481 0.457149 -2.895488 0.01 -0.01 0.01
C -1.561877 -1.876954 1.683694 -0.07 -0.04 0.02
C 1.348324 4.361725 -0.467829 -0.14 0.05 0.01
C -2.137418 -0.593180 1.914351 -0.04 0.04 -0.04
C 3.135015 6.441712 -1.681677 0.01 0.00 -0.01
C 0.610273 6.413235 -1.804550 -0.05 0.00 -0.01
C -1.873067 -2.548522 0.432599 0.03 0.10 0.04
C 1.802398 -0.296658 1.750603 0.08 -0.29 -0.12
C 0.461342 5.641572 -0.528806 0.32 -0.04 -0.06
C 2.025647 -1.587474 0.943455 -0.18 -0.07 0.19
C 1.295603 6.623676 3.183006 0.01 0.00 0.00
C 0.526928 6.203142 1.971893 -0.05 -0.04 -0.10
C -2.734528 -0.458571 -0.467099 0.00 0.03 0.15
C -0.764508 5.865015 2.004857 0.21 0.13 0.06
C -0.610106 3.226499 0.534109 0.03 0.08 -0.17
C -2.705802 -2.527505 -1.945982 -0.02 -0.01 0.00
C 1.817480 6.745077 -2.269686 0.02 -0.01 0.02
C 2.370304 5.192423 0.367155 0.01 -0.04 0.02
C 1.254624 6.243175 0.662041 -0.06 0.00 0.03
C 0.667994 3.200025 0.185818 -0.03 0.06 -0.09
H 1.578990 7.270479 0.485559 0.01 -0.01 0.00
H 2.219794 -0.932784 -4.221838 0.00 0.00 0.01
H -0.272948 6.709108 -2.356392 0.01 0.00 -0.01
H 0.683622 6.612011 4.081324 0.00 0.00 0.00
H -2.034166 -0.124260 2.883545 0.01 0.00 0.00
H 2.770056 0.139163 1.982628 0.01 0.04 0.00
H 2.143443 5.949450 3.326110 -0.01 0.00 0.01
H 3.977584 6.804915 -2.256270 0.00 0.00 0.00
H 2.807100 4.674057 1.216248 0.00 0.02 0.00
H -3.189849 0.079920 -1.285948 -0.01 0.01 0.01
H 1.730174 4.038539 -1.435314 0.02 0.01 0.00
H -3.770669 -2.726391 -2.079631 0.00 0.00 0.01
H 1.607604 -1.579298 -1.796232 -0.01 0.02 0.03
H 4.442756 5.631248 -0.277103 0.00 0.00 0.00
H -3.114753 1.106310 1.023267 0.04 0.02 -0.04
H -1.527462 -3.562461 0.283683 0.00 0.00 0.00
H -1.294809 1.067546 -2.739752 -0.01 -0.01 -0.01
H -2.385929 -1.876210 -2.760433 0.00 0.00 0.00
H -1.389430 5.876592 2.886001 -0.05 -0.02 -0.04
H -2.168664 -3.471150 -2.021621 0.00 0.00 -0.01
H -1.182666 2.415131 0.960965 0.07 -0.02 -0.01
H -1.093101 -2.425839 2.485781 0.00 0.01 0.01
H 1.704198 7.625760 3.040951 0.00 0.00 0.00
H 1.847662 7.304153 -3.196755 -0.01 0.00 0.00
H 1.329561 -0.558263 2.699833 -0.06 0.00 -0.04
```
Positions in Å, forces in eV/Å.

The LUMO energy (alpha / beta) comes out at -0.1313 / -0.1315 Ha. Its spin multiplicity is 3. The calculation puts the relative energy (zero: lowest compared OMol25 entry of this formula, charge and spin) at 89.0 kcal/mol. The largest force on an atom is 0.5 eV/Å. As for the electronic energy: -67035.4789 eV. The net charge is +1. As for the expectation value of S²: 2.024.



# 2
C21H28N4O7 in the gas phase at a distorted geometry. Source: the OMol25 dataset; level of theory: ωB97M-V with the def2-TZVPD basis set.

Structure (XYZ):
```
60
Properties=species:S:1:pos:R:3:forces:R:3
O -6.698804 -3.284362 0.351617 -0.09 -0.12 0.00
O 3.086443 -0.564001 0.097249 -0.01 0.16 0.04
O -3.549276 0.092813 -1.080557 -0.06 0.50 0.04
O -5.055037 2.535607 -0.823609 0.08 -0.04 -0.04
O 9.208444 0.064042 -0.022817 -0.05 0.16 0.10
O 4.996584 2.205683 1.052961 0.02 0.13 0.00
O -5.030451 1.004348 1.389909 0.14 0.20 0.11
N 1.155937 1.526155 0.184725 -0.77 -0.47 -0.26
N 5.600960 0.019589 0.781750 -0.11 -0.42 -0.22
N 2.466092 1.621420 0.462292 0.69 1.12 0.40
N -6.523381 -0.484512 0.610743 -0.12 -0.32 0.22
C 4.743586 1.044994 0.781488 0.15 -0.05 0.09
C -1.762137 3.682021 0.086586 0.38 -0.35 0.01
C 7.826216 -0.141628 -0.267891 -0.52 0.09 0.09
C -6.372356 -1.341592 1.772980 0.26 -0.23 0.11
C -0.982428 2.531795 -0.005559 -0.89 0.02 -0.16
C -1.589310 1.330279 -0.383903 -0.03 0.12 0.02
C 7.662469 -1.591350 -0.766748 0.14 0.16 -0.06
C 7.015375 0.134866 1.012458 0.51 0.34 -0.13
C -2.789442 -1.092639 -1.053457 0.11 -0.20 -0.04
C 3.328254 0.587477 0.403585 -0.37 -0.29 -0.17
C -5.889614 1.406509 -0.815615 -0.10 -0.17 0.06
C -5.849306 -2.707223 1.320930 -0.03 0.25 0.30
C 0.429626 2.569253 0.278704 1.03 0.05 0.20
C 9.098559 -2.021534 -1.068246 0.07 0.20 0.15
C -6.831898 -2.452372 -0.774373 -0.22 0.28 -0.17
C -3.110798 3.613243 -0.181780 -0.36 -0.34 -0.16
C 9.876871 -1.180614 -0.058997 0.15 -0.32 -0.06
C -3.726329 2.419733 -0.552619 0.46 0.28 0.04
C -2.937773 1.254935 -0.672523 -0.01 0.02 -0.07
C -7.388186 -1.074406 -0.385218 0.08 -0.33 -0.23
C -5.760457 0.626160 0.497716 -0.24 0.19 -0.23
H 7.013702 -1.653140 -1.637145 -0.07 -0.05 0.02
H -8.382470 -1.207737 0.058953 0.03 0.04 -0.13
H 5.209553 -0.871819 0.498938 -0.08 0.16 0.05
H -7.347111 -1.460256 2.258006 0.06 -0.01 0.01
H -2.406499 -1.298719 -0.049782 0.00 0.01 -0.02
H -3.472147 -1.887406 -1.354593 0.09 0.02 0.03
H 9.378078 -1.735584 -2.082276 0.03 -0.03 -0.02
H -7.512845 -2.965778 -1.455118 0.06 0.07 -0.03
H 7.245734 -2.215204 0.025820 -0.06 -0.06 0.02
H -7.476338 -0.442565 -1.265003 -0.03 0.02 -0.01
H -5.671170 0.751878 -1.666896 -0.15 0.11 0.16
H -5.822246 -3.408355 2.155893 0.07 0.07 -0.02
H -4.836146 -2.589902 0.908842 -0.04 -0.01 0.04
H 2.877113 2.521509 0.742890 -0.10 -0.42 -0.12
H -1.315722 4.621124 0.376645 0.06 0.11 0.03
H -1.955880 -1.052967 -1.760737 -0.01 0.00 0.05
H -6.902552 1.811541 -0.908654 0.09 -0.13 -0.01
H 0.854233 3.536079 0.578732 0.02 -0.06 -0.01
H 7.324106 -0.564103 1.796502 0.02 0.06 -0.03
H 7.212306 1.155662 1.347657 0.00 -0.15 0.03
H -0.949900 0.466518 -0.447179 -0.01 -0.17 -0.04
H -5.673000 -0.863952 2.459337 -0.11 -0.07 -0.02
H 7.521295 0.584085 -1.032813 -0.02 -0.10 0.09
H 10.911665 -0.990256 -0.345433 -0.03 -0.06 0.05
H 9.861435 -1.653647 0.934176 0.04 0.01 -0.08
H -3.738526 4.486442 -0.103128 -0.09 0.08 0.02
H 9.260406 -3.088861 -0.939770 0.02 -0.06 -0.04
H -5.855535 -2.319256 -1.265642 -0.07 0.00 0.00
```
Positions in Å, forces in eV/Å.

The LUMO energy comes out at 0.0103 Ha. The calculation puts the relative energy (zero: lowest compared OMol25 entry of this formula, charge and spin) at 49.6 kcal/mol. The largest force on an atom is 1.4 eV/Å. As for the electronic energy: -42523.2133 eV.



# 3
2 unconnected molecules or ions with the total composition C11H19NP at a distorted geometry. Source: the OMol25 dataset; level of theory: ωB97M-V with the def2-TZVPD basis set.

Structure (XYZ):
```
32
Properties=species:S:1:pos:R:3:forces:R:3
P -0.569502 0.958167 -0.776330 2.15 -0.60 1.70
N 2.545915 0.319471 -0.176038 -2.58 -2.29 2.06
C -0.724005 3.438569 0.529417 -2.80 0.36 -2.43
C 2.357940 -1.015275 -0.943369 2.24 0.68 0.88
C 1.354483 0.586024 0.850450 -1.75 -5.78 -5.26
C -2.897492 -2.308854 -1.537126 1.62 -0.76 1.70
C 3.755531 0.397445 0.655467 1.20 3.02 -3.03
C -2.973531 -2.944241 -0.263468 0.02 1.18 -1.63
C -2.142518 -1.142942 -1.618125 -0.88 1.60 -0.72
C -2.285919 -2.402582 0.810213 -2.11 -0.89 0.57
C -1.486347 -0.546562 -0.476463 -1.09 -1.56 -2.59
C -1.579897 -1.250682 0.699620 1.53 1.15 -0.47
C -1.364850 2.036223 0.397628 -0.72 1.83 1.23
H 3.851727 -0.430905 1.278106 -0.11 -1.24 1.10
H 3.015602 -1.842828 -0.486390 -0.41 1.58 -1.24
H -3.183264 -2.867632 -2.420180 -0.64 0.52 -0.03
H 1.555204 1.442227 1.309638 0.72 3.32 2.33
H -2.322777 -0.554825 -2.568888 1.02 -0.68 0.99
H -2.564908 -2.748928 1.791756 0.59 -0.49 0.27
H -0.928538 -0.853575 1.438733 -0.09 -0.01 1.34
H 4.618258 0.497711 -0.035841 -0.20 -0.41 0.56
H 2.353256 0.933895 -0.932026 0.86 1.62 -0.23
H 2.504799 -0.651899 -1.991269 0.04 -1.51 0.72
H 3.671094 1.372084 1.137524 0.35 -0.40 0.56
H -0.813123 3.880350 -0.545795 0.04 -0.10 2.03
H -2.371101 2.315345 0.032627 0.03 -0.99 0.25
H -1.340701 4.019268 1.296709 1.50 -0.52 -1.10
H 1.395623 -1.347893 -0.718071 -1.84 -0.31 -0.23
H -3.661415 -3.762470 -0.191969 0.09 -0.53 0.41
H -1.383960 1.623049 1.421140 -0.49 -0.29 -0.60
H 0.293206 3.281989 0.649344 2.05 0.49 1.09
H 1.321212 -0.429723 1.382978 -0.34 2.01 -0.23
```
Positions in Å, forces in eV/Å.

The LUMO energy comes out at -0.1383 Ha. The calculation puts the relative energy (zero: lowest compared OMol25 entry of this formula, charge and spin) at 36.6 kcal/mol. The largest force on an atom is 8.0 eV/Å. As for the electronic energy: -22483.7549 eV. The net charge is +1.



Question: Which of these has the highest electronic energy?
Answer: C11H19NP